The following is a quantum chemistry calculation of the molecule C2H3NOS, from the OMol25 dataset.

The geometry in XYZ format:
```
8
Properties=species:S:1:pos:R:3:forces:R:3
N 0.69234 -0.24367 -0.06010 -1.208 3.346 0.815
O -2.75463 -0.07980 -0.57635 7.084 0.826 6.391
H -1.15291 -1.03621 0.51249 -1.214 -1.115 1.306
C -0.27122 0.69941 0.05721 1.683 -0.742 -0.087
H 2.86584 -1.19979 0.02859 -0.505 0.519 -0.164
C -1.61440 -0.08595 0.29753 -3.812 -0.306 -8.361
S 2.48717 0.07670 -0.27078 -2.426 -0.180 0.181
H -0.25219 1.86932 0.01140 0.398 -2.349 -0.081
```
Positions in Å, forces in eV/Å.

Highest occupied orbital energy   -9.87 eV
SMILES   O=C/C=N/S
Multiplicity   1
Total charge   0


The following is a quantum chemistry calculation of a structure of composition C21H42As2NiOP2S, from the OMol25 dataset.

The geometry in XYZ format:
```
70
Properties=species:S:1:pos:R:3:forces:R:3
P 0.16027 0.61146 1.46356 0.060 -0.004 -0.092
C -1.50392 5.51393 1.89459 0.003 -0.001 0.015
H -4.90498 -1.20004 -1.52085 0.002 0.002 -0.004
C 0.93488 1.28128 -1.63976 -0.589 -0.372 0.391
C 0.72769 -2.90163 -2.92737 0.006 0.013 0.000
C 4.11145 0.24539 -0.32914 -0.004 0.002 0.004
H 1.65857 0.81724 -2.32579 0.022 -0.053 0.049
H -3.05654 0.56461 -2.73169 0.015 0.023 -0.010
H -2.50784 5.93324 1.81279 -0.001 -0.002 0.000
C -4.69263 0.21585 0.08243 -0.014 -0.014 -0.039
H -1.65596 -0.66885 2.41110 -0.006 0.004 -0.003
H 0.57207 2.37133 3.08996 -0.013 -0.003 -0.003
H 0.63942 3.33211 0.17828 -0.007 -0.020 0.002
C 3.57023 -3.93926 1.78470 -0.004 -0.001 0.002
H -0.95596 -4.30152 -0.91031 0.003 0.002 0.002
C -5.38244 -0.27871 -1.18101 -0.007 0.001 0.009
H -1.98710 -2.95129 -1.44986 -0.001 -0.001 0.001
H 6.05002 -1.90603 -0.87719 0.003 0.001 -0.002
H -1.53671 -3.06417 0.24594 -0.004 0.000 -0.001
H 1.03789 -1.47381 2.34900 0.001 -0.001 0.000
H -2.07678 1.05635 2.31888 -0.002 -0.002 -0.003
H 0.31114 -4.21643 0.97381 0.000 0.002 0.000
H 4.98835 -2.70079 0.78603 0.000 -0.001 -0.001
C 5.44234 -1.93370 -1.78085 0.005 0.002 0.006
H -1.01599 0.47649 3.61514 0.015 -0.001 -0.011
H -0.80412 6.16800 1.36912 -0.001 -0.001 -0.001
H 5.91820 -1.31149 -2.53869 -0.001 -0.001 -0.001
H -0.16642 -2.79291 -3.54210 0.001 0.000 -0.001
H 3.20093 0.76814 -0.03826 0.000 -0.003 0.002
H -1.05357 5.01359 -0.88475 0.001 0.002 0.004
C -5.16830 0.84034 -2.19676 0.002 0.001 0.011
H 1.93808 -5.08683 2.57673 0.000 0.000 0.001
H -1.42531 3.30233 -1.14984 0.004 -0.005 0.002
H -5.44616 0.54730 -3.20917 0.005 -0.011 0.001
H 0.85188 4.36286 1.58690 0.007 0.002 -0.018
H 0.97186 -3.95836 -2.82168 -0.001 0.000 0.002
As 0.34012 -2.09593 -1.18104 0.010 0.018 -0.031
C 1.33662 -3.87670 0.91270 0.004 -0.007 -0.008
H 4.29399 -4.30973 2.49978 0.000 -0.001 0.000
C -1.18909 -3.24590 -0.76984 0.002 0.013 -0.002
P -1.48804 3.80094 1.21498 -0.013 -0.013 -0.017
H -4.48580 -0.54252 0.83589 -0.008 0.002 0.004
H 4.73760 0.93513 -0.89561 0.002 0.000 0.000
Ni -0.20676 0.24563 -0.66233 0.419 0.420 -0.412
C -1.69847 4.18880 -0.57181 0.000 0.012 -0.001
H 4.65448 -0.10150 0.55096 0.001 0.001 0.000
H -2.73640 4.45455 -0.78331 0.001 0.002 0.000
H 1.36219 2.26526 -1.39088 -0.012 0.010 0.028
S -3.08277 0.86409 -0.43623 0.034 0.049 -0.057
O -2.22123 -0.37181 -0.59498 0.052 -0.085 0.220
H 1.50583 -0.10196 3.38080 -0.007 0.001 0.000
H 1.54988 -2.37391 -3.40380 0.001 -0.002 0.001
C 3.04626 -2.52827 -0.11489 0.004 0.001 -0.002
C 2.25456 -4.37069 1.82849 0.001 0.001 0.002
H 1.88708 2.17813 1.94512 -0.001 -0.003 0.005
C -3.68821 1.21434 -2.12423 0.027 0.011 -0.009
H -5.23516 1.04405 0.54502 0.002 0.006 -0.010
C 1.71176 -2.95346 -0.06269 -0.012 0.002 0.013
C 1.37717 -0.43738 2.34839 -0.013 -0.024 -0.008
H 5.39385 -2.95645 -2.15272 0.000 -0.001 0.002
C 0.79761 2.25543 2.02408 0.022 0.001 0.007
C -1.28653 0.34694 2.56464 -0.012 0.015 -0.037
As 3.62126 -1.24868 -1.49893 -0.003 -0.001 -0.001
C 3.95597 -3.02851 0.81206 0.001 -0.001 -0.004
H -5.78503 1.70021 -1.92418 -0.004 0.002 -0.011
H -1.23905 5.49086 2.95268 0.001 0.001 0.000
H -6.43851 -0.48825 -1.00979 0.000 -0.003 0.002
C 0.34011 3.46938 1.21736 0.013 0.011 0.001
H -3.46980 2.24968 -2.37828 -0.007 0.001 0.013
H 2.33998 -0.40776 1.83870 -0.003 0.002 -0.002
```
Positions in Å, forces in eV/Å.

Highest occupied orbital energy (alpha / beta)   -6.00 / -6.01 eV
Multiplicity   1
Total charge   0


The following is a quantum chemistry calculation of a structure of composition C36H38MnN6O3S, from the OMol25 dataset.

The geometry in XYZ format:
```
85
Properties=species:S:1:pos:R:3:forces:R:3
C -0.83174 2.63265 0.65902 0.222 -0.230 0.221
H 1.31489 4.15603 4.70853 0.002 0.015 0.016
H 4.40952 2.01157 2.13983 0.004 0.032 0.019
C -2.05549 3.75539 -1.16987 0.150 -0.188 0.083
H 0.68577 3.95894 2.34046 -0.041 -0.012 -0.046
C -1.90476 2.83374 -3.35627 -0.016 0.058 -0.009
C 4.06086 1.11704 1.64598 0.006 -0.011 0.006
Mn 0.41507 -0.15624 -0.56900 0.188 -0.102 -0.304
N 2.33810 0.07395 0.34163 0.178 -0.233 0.070
H 3.10595 2.72259 -3.99964 0.011 0.013 0.005
C -4.44378 -2.32586 -1.44397 -0.013 -0.011 0.056
C 1.22441 -2.04226 -2.60847 0.028 0.060 -0.040
C 4.31919 -1.13736 0.94747 -0.121 0.008 -0.066
H 2.27079 2.03881 0.94556 -0.034 -0.002 0.021
C 1.06761 3.19204 4.28604 0.017 -0.100 0.103
C -5.04196 -1.01453 -1.93921 -0.104 -0.005 -0.040
H -4.06834 0.67978 -2.98311 -0.005 -0.036 -0.060
C -0.60905 -2.31116 1.45734 0.117 -0.073 0.062
C 2.39680 -0.56523 -4.32041 -0.038 -0.022 0.078
C 0.84223 0.82059 4.55907 0.005 0.047 0.056
H -2.38657 4.51350 -0.47345 -0.004 0.005 0.034
H -5.18811 -3.11582 -1.35853 -0.013 -0.007 0.004
H 0.86960 -0.07205 5.17274 0.006 -0.009 0.011
S -2.46652 -1.14724 -2.81987 -0.332 -0.026 -0.072
H -5.63064 -1.19651 -2.84033 -0.007 0.013 0.000
C 1.14769 2.06346 5.09824 -0.068 0.029 -0.029
H 3.32767 -1.85874 -1.61545 -0.017 -0.022 -0.003
H 5.73005 -0.12015 2.20657 0.020 -0.002 0.013
H 1.87999 2.30071 -1.88071 -0.003 0.014 -0.004
H -3.73942 -0.37330 2.41922 -0.025 0.009 -0.005
C -2.85731 -0.95042 2.18310 0.042 -0.012 -0.010
C 1.52813 2.27986 6.53931 0.153 0.113 -0.173
C 2.88859 0.68260 -4.66614 -0.037 0.001 0.042
H -0.42559 -3.19106 -0.94714 0.030 -0.023 -0.006
H -1.21266 3.40407 1.32651 0.011 0.006 0.062
C 0.44979 0.69730 3.23484 0.022 0.043 0.053
H -1.22533 -3.81623 2.84479 0.004 -0.011 0.005
C 2.04408 1.50688 -2.59829 0.040 0.071 -0.017
C 3.11419 -1.01981 0.26926 -0.036 0.130 0.063
C 0.68307 3.07500 2.96600 -0.031 -0.091 -0.066
C 0.33671 1.82726 2.43455 0.251 -0.049 0.164
H -2.65754 -3.42849 -2.18542 0.009 0.015 0.014
N 1.54912 0.31076 -2.26945 -0.167 0.053 -0.138
H 0.22343 -0.28140 2.84808 -0.036 -0.020 -0.080
O 1.36622 3.33468 7.07537 -0.039 -0.095 0.054
H 2.52946 -1.41936 -4.96943 0.014 -0.022 -0.026
H 1.09623 -4.10149 -0.88653 -0.003 -0.012 0.006
O 2.08532 1.24130 7.18799 -0.014 -0.034 0.080
C 0.55969 -3.11630 0.96943 0.057 0.008 -0.032
N -0.05212 1.70551 1.06225 -0.340 0.553 0.155
H 2.29500 0.51430 6.59008 -0.041 0.039 0.013
C -1.45768 -2.84982 2.41960 0.006 0.018 -0.020
N -0.81994 1.72208 -1.53388 -0.041 0.234 0.166
N -0.82291 -1.10705 0.90761 -0.258 -0.038 0.015
C -1.13074 1.81378 -2.82378 0.085 -0.142 0.011
H -5.70362 -0.54448 -1.21216 0.006 -0.028 0.025
H -0.73472 1.03666 -3.46777 -0.020 -0.024 0.002
H 0.19221 -2.20510 -2.91280 0.027 0.053 0.022
H 0.48712 -4.12235 1.38042 -0.021 -0.006 -0.034
C -1.96010 -0.48183 1.24603 -0.079 0.085 -0.078
H -2.11496 2.85133 -4.41598 -0.003 -0.003 -0.030
H -3.97953 -2.19219 -0.46305 0.013 -0.004 -0.010
H -3.24579 -2.55453 3.57139 -0.013 -0.004 -0.007
H -3.45778 0.35320 -1.34849 0.022 0.052 -0.013
N 1.28355 -2.01669 -1.13040 0.080 -0.139 0.107
C 4.79370 -0.05766 1.67009 -0.017 0.003 -0.029
C 2.85101 1.13165 0.98147 -0.058 0.131 0.013
H -2.99508 4.62874 -2.89368 -0.012 0.008 -0.003
C -1.26045 2.69917 -0.72906 -0.192 0.057 -0.488
O -1.43549 -1.06118 -1.71900 0.317 -0.008 0.251
H 1.49542 -2.70233 1.35619 -0.022 0.001 0.006
H -2.15418 0.44905 0.73309 0.006 -0.036 0.032
H 1.83173 -2.86092 -3.00829 -0.017 -0.008 0.007
C -3.38963 -2.67800 -2.48046 0.074 0.074 -0.111
H -3.84024 -2.98602 -3.42637 -0.013 0.024 -0.013
H 2.99255 -3.06314 -0.40314 -0.027 0.041 0.043
C 2.72161 1.73740 -3.77983 -0.024 -0.013 0.015
C -3.86377 -0.10072 -2.25424 0.107 -0.045 0.051
C 1.73797 -0.71457 -3.10911 -0.019 -0.091 -0.068
C 2.71515 -2.05842 -0.73230 0.061 -0.066 -0.064
C 0.59182 -3.18787 -0.55586 -0.044 -0.025 -0.019
H 4.88246 -2.05767 0.87936 0.027 -0.025 -0.003
H 3.40633 0.82744 -5.60377 0.019 0.000 -0.023
C -2.38782 3.81971 -2.51206 0.003 -0.015 -0.066
C -2.58645 -2.15701 2.81170 0.024 0.066 -0.036
```
Positions in Å, forces in eV/Å.

Highest occupied orbital energy (alpha / beta)   -13.77 / -13.53 eV
Multiplicity   2
Total charge   +2


The following is a quantum chemistry calculation of the molecule C5H14N2O2, from the OMol25 dataset.

The geometry in XYZ format:
```
23
Properties=species:S:1:pos:R:3:forces:R:3
H 0.35176 1.39566 -0.84228 -0.046 -0.076 0.098
H -0.31742 -2.19469 -0.30748 0.085 0.030 0.105
O -2.74854 0.00712 -0.00402 0.258 -0.786 -0.230
C 1.97307 -0.28867 0.51261 -2.148 -0.252 0.773
O 2.55064 0.99625 0.48152 -0.408 0.413 0.185
N -1.99418 2.16912 0.14651 0.134 0.041 0.091
H -0.05464 0.32460 1.44159 0.176 -0.027 -0.050
H 2.54262 1.29671 -0.43625 -0.023 0.052 0.160
H 2.22059 -0.70693 1.49129 0.120 0.048 -0.101
H -2.74939 -0.77913 -0.57030 -0.094 0.090 0.245
H -1.33778 -1.71458 1.06595 0.096 0.036 -0.118
H 0.29435 -2.27841 1.35357 0.050 0.053 -0.131
C -1.86684 0.94356 -0.57907 2.316 -0.010 -0.972
H -0.08705 -0.18029 -1.57660 -0.010 -0.017 0.024
C -0.17151 0.45007 -0.68859 -4.197 1.173 -0.006
H -2.96965 2.46666 0.12361 0.245 -0.061 -0.061
N 2.53814 -1.12276 -0.50713 -0.288 -0.462 -0.030
H 3.54995 -1.17449 -0.38921 -0.333 0.012 0.000
H -2.16080 1.11237 -1.61992 -0.001 0.145 0.035
H -1.78522 1.99794 1.12636 0.103 0.059 -0.041
H 2.35702 -0.76615 -1.43755 -0.109 -0.008 -0.046
C -0.32123 -1.69196 0.66454 -0.051 0.006 0.224
C 0.18611 -0.26199 0.55085 4.127 -0.458 -0.154
```
Positions in Å, forces in eV/Å.

Highest occupied orbital energy   -9.01 eV
SMILES   C[C@H](C[C@H](N)O)[C@@H](N)O
Multiplicity   1
Total charge   0


Energy relative to the best compared isomer or geometry (same formula, charge and spin): 104.3, 25.9, 12.8, 49.3 (kcal per mole)
Energy: -606.02108, -7961.21266, -3497.65460, -458.85899 (a.u.)